(1)
36
Properties=species:S:1:pos:R:3:forces:R:3 method="wB97M-V/def2-TZVPD" e_lumo_ev=-0.1 e_homo_ev=-8.97 largest_force_ev_per_a=10.882 total_charge=0 homo_lumo_gap_ev=8.85 e_above_lowest_kj_mol=486.9 smiles=OCCCNCCS.O.O.O.O.O e_tot_ev=-30164.04669
S -4.14391 0.67105 1.31123 1.2 0.1 -1.6
O -2.08195 -2.05945 -1.69157 -4.5 -9.7 2.1
O 4.29136 -0.47556 0.49548 -1.4 0.3 -1.9
O 2.91008 1.17739 -2.45501 -0.4 1.5 -0.8
O -0.91508 2.29003 -2.50144 0.7 0.3 -1.1
O -2.13638 3.18533 -0.21416 1.8 -2.6 -0.6
O 0.17662 -1.74286 -1.76398 -4.2 0.1 1.8
N -0.28019 -0.92549 1.03576 -2.9 1.7 3.2
C 2.01093 -1.39361 1.38320 2.5 1.2 0.6
C -2.74744 -0.29244 0.58917 1.3 -1.5 -1.7
C 0.69555 -0.98775 2.08503 1.1 -2.9 1.3
C 3.16941 -0.28187 1.33704 -1.5 2.1 2.1
C -1.34139 0.07455 1.22156 -1.9 -1.3 1.4
H -2.85236 -1.41816 0.59655 -0.3 1.3 0.9
H 4.04718 -0.24316 -0.46606 0.5 -0.4 2.2
H -1.09649 1.09915 0.91651 0.3 -0.1 0.3
H 0.37149 -2.60354 -1.97065 1.2 -2.9 -1.0
H 2.25624 0.48705 -2.37423 -0.3 -0.1 -0.2
H -0.97043 1.43736 -2.10544 -0.2 -1.0 0.4
H -1.91642 -1.29023 -2.00007 2.5 7.8 -2.3
H 2.45554 1.91677 -2.95939 0.7 -1.4 1.0
H 3.59458 -0.06067 2.41033 -0.7 -1.1 -1.8
H -1.23772 2.87878 -1.82697 -0.5 0.6 0.4
H 2.69249 -2.10081 1.76761 -0.4 -2.0 1.2
H -3.84866 1.56019 0.30359 -0.8 0.0 1.0
H 0.94962 -0.09888 2.65374 -0.6 0.7 -0.1
H -1.62812 0.04624 2.32302 0.8 0.5 -1.2
H -1.77838 -2.36274 -0.83728 0.4 1.1 -0.2
H 0.01145 -0.99656 0.13571 1.4 -0.3 -2.8
H 0.34668 -1.78398 2.95057 0.9 1.7 -2.1
H 2.59638 0.67010 1.21140 0.8 -0.1 -0.8
H -1.31636 2.77086 0.17128 -1.2 0.3 -0.6
H -2.17605 3.94098 0.30326 -0.6 2.6 1.4
H -2.73117 -0.20013 -0.55451 -0.3 0.6 1.8
H 1.81659 -1.73811 0.40454 -0.3 -0.2 -1.3
H 0.80628 -1.14981 -1.88584 5.0 3.3 -1.2

(2)
15
Properties=species:S:1:pos:R:3:forces:R:3 method="wB97M-V/def2-TZVPD" e_lumo_ev=0.6 e_homo_ev=-8.64 largest_force_ev_per_a=3.473 total_charge=0 homo_lumo_gap_ev=9.23 e_above_lowest_kj_mol=150.8 smiles="CN[P@@](O)(=S)OC" e_tot_ev=-27914.30549
S 2.46666 -0.42976 -0.74683 -0.6 0.3 0.8
P 0.86710 -0.18596 0.34751 -0.1 2.5 -1.5
O 0.75207 -0.37624 1.90042 0.9 1.4 2.0
O 0.31137 1.42927 0.38039 1.4 -3.2 -0.2
N -0.33708 -1.16436 -0.14370 -0.5 -0.6 0.6
C -1.03497 -2.12552 0.70853 -0.3 0.1 1.4
C 0.20721 2.09573 -0.88677 -0.4 1.8 2.2
H 0.91581 2.93800 -0.80829 -0.2 -0.3 -0.5
H -2.11065 -1.78009 0.81992 1.3 -0.6 0.4
H 0.89820 0.48488 2.40757 -0.2 -1.7 -1.1
H -0.42175 -2.13537 1.68581 -1.7 -0.3 -1.3
H -0.38785 -1.37151 -1.10471 0.3 -0.1 -1.1
H -0.80478 2.50433 -0.71771 0.3 0.0 -1.5
H -1.06223 -3.16906 0.30950 0.3 0.9 0.0
H 0.42868 1.49628 -1.75024 -0.3 -0.3 -0.3

(3)
17
Properties=species:S:1:pos:R:3:forces:R:3 method="wB97M-V/def2-TZVPD" e_lumo_ev=0.9 e_homo_ev=-9.02 largest_force_ev_per_a=6.528 total_charge=0 homo_lumo_gap_ev=9.96 e_above_lowest_kj_mol=81.7 smiles="CN1CCC[P@H]1=O" e_tot_ev=-17136.12172
P -0.62407 -1.22595 -0.34987 2.6 2.7 5.4
O -0.93413 -1.73020 -1.61336 -2.3 -2.1 -5.7
N 0.79633 -0.26595 -0.32979 -0.5 0.7 0.1
C 0.60644 0.90854 0.54887 2.1 -1.0 0.8
C 1.53123 -0.14766 -1.59482 -1.8 -2.6 -1.8
C -0.59602 0.69029 1.42824 -0.9 1.0 -2.4
C -1.68898 -0.10291 0.69632 3.1 -1.9 1.2
H -0.13729 -2.22553 0.46418 -0.5 -0.6 0.9
H 0.39687 1.79856 0.00000 0.2 0.8 -0.8
H 1.13729 -1.03857 -2.33524 0.9 2.2 1.9
H -0.91746 1.68996 1.62102 -0.6 0.5 0.8
H 1.30064 0.75769 -2.11544 -0.3 0.8 -0.3
H -0.44490 0.15906 2.28508 1.1 -1.0 2.5
H 2.60025 -0.25574 -1.60966 0.6 -0.1 0.9
H 1.50642 1.10193 1.23793 -1.0 -0.2 -1.2
H -2.20384 -0.58084 1.50610 -0.7 -0.8 -0.1
H -2.32876 0.46730 0.16046 -2.0 1.7 -2.0

(4)
26
Properties=species:S:1:pos:R:3:forces:R:3 method="wB97M-V/def2-TZVPD" e_lumo_ev=-0.1 e_homo_ev=-9.27 largest_force_ev_per_a=5.190 total_charge=0 homo_lumo_gap_ev=9.16 e_above_lowest_kj_mol=561.5 e_tot_ev=-24948.64228
S 0.62563 1.00761 1.57799 1.7 -1.5 -1.1
O -0.33003 2.04137 1.42828 -1.6 1.8 0.0
N 1.33977 0.49676 0.35525 0.4 -1.1 1.5
C -3.11265 0.38356 1.22921 -1.9 0.2 1.1
C 5.00000 -2.19580 1.13588 -0.6 2.2 0.2
C -2.17706 -0.59443 1.28660 1.3 -0.7 1.8
C 4.05176 -1.45135 1.39179 3.9 -3.3 -1.1
C 1.30990 0.77771 -1.03492 -1.2 0.1 -2.2
C -3.79558 0.61231 0.05983 -0.6 -0.5 -1.0
C 2.56961 1.58219 -1.39300 -0.1 -2.8 -0.2
C -3.51342 -0.14173 -1.07584 3.1 -0.7 1.4
C -1.63233 -1.16752 0.18397 -2.6 1.2 -1.7
C -2.31811 -0.93912 -1.03242 -0.5 -1.0 0.4
H -3.63739 0.68578 2.14047 0.6 0.3 -0.1
H -2.02125 -1.72811 -1.73738 -0.6 0.9 -0.6
H 3.15122 -0.97345 1.32387 -1.8 1.1 0.3
H -4.22067 -0.21193 -1.84403 -0.5 0.1 -1.3
H -1.90486 -1.10322 2.21092 0.0 0.8 0.3
H 6.01757 -2.51558 0.83848 -1.4 0.0 0.6
H 2.77000 2.19369 -0.57304 0.9 1.2 1.0
H 0.35979 1.38307 -1.26620 1.2 -1.1 0.0
H -1.02833 -1.99701 0.34327 1.5 -1.2 -0.3
H 3.34951 0.83556 -1.62382 0.1 0.5 0.8
H -4.73652 1.14094 0.07476 0.1 0.4 0.1
H 1.39729 -0.20116 -1.69483 -0.8 1.8 1.6
H 2.48615 2.07987 -2.30510 -0.6 1.3 -1.3

(5)
15
Properties=species:S:1:pos:R:3:forces:R:3 method="wB97M-V/def2-TZVPD" e_lumo_ev=0.8 e_homo_ev=-9.63 largest_force_ev_per_a=9.219 total_charge=0 homo_lumo_gap_ev=10.42 e_above_lowest_kj_mol=490.7 smiles=C[C@@H]1C[C@@]1(C)Cl e_tot_ev=-17848.24448
Cl 2.59048 -0.86617 -0.10505 -2.0 0.9 0.4
C 0.81131 -0.05581 0.15688 5.3 7.6 0.0
C -0.25331 -0.89589 0.23208 -3.4 -3.7 0.2
C 0.09856 0.03879 1.47480 -1.1 0.9 1.4
C -1.65546 -0.92449 -0.55722 2.3 1.3 -1.8
C 0.89179 1.45469 -0.55990 1.5 -2.7 -0.5
H 0.67231 0.94875 -1.60477 0.4 2.6 1.3
H 0.37743 -0.21316 2.59901 -0.3 0.0 -2.9
H 0.13640 2.19338 -0.08367 1.2 -1.5 -1.3
H -1.23831 -1.39023 -1.50525 -1.1 0.5 0.6
H -1.99512 0.26764 -0.93540 0.5 -3.8 1.7
H -0.53356 1.14215 1.45854 1.6 -3.6 0.1
H -2.36972 -1.72854 -0.14995 0.8 2.0 -0.3
H 0.43310 -1.84432 0.02485 -2.5 0.7 1.6
H 2.03410 1.87322 -0.44497 -3.1 -1.1 -0.5

(6)
15
Properties=species:S:1:pos:R:3:forces:R:3 method="wB97M-V/def2-TZVPD" e_lumo_ev=0.6 e_homo_ev=-9.16 largest_force_ev_per_a=4.827 total_charge=0 homo_lumo_gap_ev=9.74 e_above_lowest_kj_mol=234.6 smiles="C=C(O)N=C=O.C=C" e_tot_ev=-10881.18562
O 0.98766 -2.23863 2.94978 -0.1 -0.6 -1.8
O -0.64122 -2.83423 -0.56384 -0.2 0.3 0.8
N 0.33042 -1.34766 0.99787 0.1 0.2 -0.3
C -0.20228 -2.16580 0.29330 0.9 0.2 -0.6
C 1.55001 0.06354 2.55923 -0.7 -0.5 -1.9
C -1.02796 0.17898 -2.92629 0.8 -0.6 -0.8
C -1.35815 0.66716 -1.73799 -1.0 -4.7 -0.3
C 1.01152 -1.11529 2.19019 -0.5 0.8 -0.8
H -1.19284 -0.84933 -3.36347 0.0 1.1 1.3
H 0.93829 -1.98801 3.83397 0.1 0.5 2.6
H -1.76295 -0.06123 -1.00519 -0.2 0.7 -0.5
H -1.27971 1.61291 -1.39355 0.8 3.0 0.7
H 1.83316 0.10156 3.55528 1.0 0.2 1.7
H -0.37851 0.74164 -3.58017 -0.4 0.6 -0.4
H 1.70888 0.97715 1.95509 -0.6 -1.0 0.2